1.
DFT (wB97M-V/def2-TZVPD) results for C7H29HfNO12S as an isolated structure in a non-equilibrium geometry.

Each line ends with the Löwdin charge.
Geometry (Å):
Hf (-1.014249, 0.274180, 3.625503)  2.210
S (-4.447297, 1.160999, 3.465599)  0.152
O (-4.559257, 0.384698, 4.697443)  -0.366
O (-3.037751, 1.083555, 3.039907)  -0.492
O (-5.342074, 0.675013, 2.437565)  -0.335
O (-4.932611, 2.483875, 3.697119)  -0.302
C (2.712542, -1.410995, 1.691684)  -0.041
C (1.295789, -1.899069, 2.020509)  -0.618
C (1.057931, -3.370923, 1.894740)  -0.061
O (0.798592, -1.334770, 3.190489)  -0.347
H (3.177218, -2.320984, 1.312092)  0.077
H (3.267701, -1.018592, 2.543689)  0.074
H (2.769457, -0.534225, 1.046599)  0.064
H (0.723506, -1.496310, 1.184814)  0.089
H (1.576464, -3.724246, 2.786018)  0.088
H (1.604294, -3.873248, 1.096445)  0.079
H (0.058107, -3.794157, 1.798208)  0.080
O (-0.631641, 1.242263, 1.614014)  -0.398
H (-0.402994, 1.228146, 0.664249)  0.013
C (0.788395, 0.174822, -1.838780)  -0.078
C (1.468137, -0.811675, -2.769353)  -0.427
C (2.418066, -0.096089, -3.737522)  -0.133
O (1.615993, 0.834435, -4.612382)  -0.209
C (1.095592, 0.208551, -5.787312)  -0.110
N (2.181062, -1.818305, -1.956573)  0.048
H (1.474901, 0.941218, -1.478970)  0.072
H (0.218753, -0.283979, -1.030624)  0.061
H (0.176085, 0.835395, -2.452625)  0.083
H (0.607978, -1.203622, -3.312131)  0.135
H (2.947029, -0.847596, -4.323639)  0.119
H (3.120577, 0.514251, -3.170010)  0.121
H (1.828266, 0.374107, -6.577171)  0.077
H (0.249932, 0.791442, -6.152251)  0.087
H (0.968490, -0.867717, -5.670693)  0.085
H (1.579364, -2.139990, -1.211867)  0.048
H (2.955206, -1.413030, -1.450082)  0.059
O (1.458522, 3.205374, 0.599746)  -0.038
H (1.081783, 2.588715, 1.227468)  -0.020
H (2.372059, 2.932679, 0.514184)  0.039
O (-1.180617, 3.656141, 2.768007)  -0.037
H (-1.190446, 2.954028, 2.117485)  -0.046
H (-0.266284, 3.937112, 2.804048)  0.030
O (-2.270167, 2.023095, -0.233922)  -0.029
H (-2.190520, 2.975239, -0.291390)  0.071
H (-1.556173, 1.757070, 0.345457)  -0.056
O (-3.102933, -0.594312, -0.481765)  -0.024
H (-3.929843, -0.124802, -0.372141)  0.072
H (-2.453668, 0.093839, -0.627096)  0.009
O (-2.096260, -1.240686, 1.952852)  -0.085
H (-2.508630, -2.038624, 2.283740)  0.091
H (-2.534380, -1.072297, 1.118628)  0.015

Atomic forces in eV per Å
Hf -2.36 -0.65 -9.26
S -8.38 0.32 1.50
O 1.78 -1.41 1.02
O 8.48 -0.82 -0.09
O 1.26 -2.07 -1.56
O 1.84 2.54 0.78
C 0.30 -0.52 0.85
C -1.37 1.91 -2.55
C 1.48 -1.38 1.14
O -3.39 3.02 2.49
H 0.78 0.58 -0.38
H -0.06 -0.67 0.52
H -0.42 -0.43 -0.65
H -0.47 0.47 -0.23
H -0.42 -0.89 0.35
H 0.21 0.55 -0.37
H -0.23 0.72 0.47
O 0.50 -1.22 3.43
H 1.27 -1.16 1.00
C 0.04 1.79 -0.80
C -0.07 0.53 1.36
C -1.84 0.57 -0.87
O 0.95 -1.42 1.44
C 1.29 0.77 -0.19
N -0.03 -0.44 -0.78
H 0.50 -0.32 0.69
H -0.01 -0.10 -0.07
H -0.72 -0.24 0.06
H 0.48 -0.90 -0.33
H 0.11 0.16 -0.22
H 0.02 0.14 -0.20
H 0.30 -0.36 -0.24
H -0.47 -0.46 0.53
H -0.56 0.10 0.02
H -0.32 -0.20 -0.08
H 0.27 0.37 -0.21
O -0.15 0.20 -0.07
H -0.16 -0.29 0.24
H 0.30 0.01 -0.10
O -0.01 -0.10 0.98
H -0.19 -0.30 -0.40
H 0.31 0.38 -0.15
O -0.20 0.02 -0.78
H -0.15 0.33 -0.19
H -1.17 0.53 0.35
O 0.37 -1.02 0.40
H -0.40 0.33 0.20
H -0.07 0.55 -0.36
O 1.83 -0.30 2.75
H -0.16 -0.37 0.26
H -0.90 1.15 -1.69

Output
Gap between HOMO and LUMO, eV: 3.36
E, hartree: -1687.70877
Spin multiplicity: 1

2.
DFT (wB97M-V/def2-TZVPD) results for C7H29MnN12O11 as an isolated structure in a non-equilibrium geometry.

Each line ends with the Löwdin charge.
Geometry (Å):
Mn (3.901483, -2.238983, -0.520308)  1.465
O (0.697743, 0.304297, 0.794392)  0.107
C (1.382173, -0.304103, -0.102838)  -0.830
O (1.055643, -0.106603, -1.252538)  0.037
O (2.420373, -0.938873, 0.217802)  -0.093
H (0.147123, 0.780547, 0.168612)  0.100
O (2.410993, 0.706237, -3.981188)  -0.032
H (2.437793, -0.198043, -4.293908)  0.012
H (2.256193, 0.630087, -3.039668)  -0.008
O (3.259353, 3.150287, 1.017232)  -0.046
H (2.492233, 2.683457, 0.685832)  -0.012
H (2.904833, 3.951997, 1.401702)  0.035
C (2.023673, -2.672733, -3.354498)  -0.642
O (2.814923, -2.402803, -2.463108)  -0.056
N (2.100913, -3.683313, -4.173568)  0.218
N (0.782603, -2.041163, -3.382898)  0.190
H (1.367103, -3.897653, -4.833628)  0.142
H (2.729703, -4.416923, -3.879388)  0.138
H (0.681073, -1.179453, -2.865938)  0.058
H (-0.000037, -2.198843, -4.001538)  0.125
C (-2.680177, 0.999227, 2.467062)  -0.759
O (-2.053537, -0.070923, 2.394382)  -0.002
N (-2.084567, 2.140707, 2.453532)  0.177
N (-3.958457, 1.155427, 2.582642)  0.201
H (-1.182077, 1.993457, 2.024672)  0.076
H (-2.637067, 2.984207, 2.511522)  0.128
H (-4.325707, 2.069887, 2.803982)  0.127
H (-4.385917, 0.278827, 2.845222)  0.138
C (-3.169017, -0.808713, -1.580098)  -0.792
O (-3.221647, 0.360567, -1.336628)  0.062
N (-4.145107, -1.439773, -2.173608)  0.176
N (-2.114797, -1.554753, -1.402388)  0.152
H (-4.967237, -0.944733, -2.488468)  0.130
H (-4.071267, -2.409073, -2.447648)  0.112
H (-2.190087, -2.540073, -1.611148)  0.119
H (-1.242867, -1.073323, -1.234868)  0.089
C (-0.351027, -3.645653, 1.680562)  -0.725
O (-0.137067, -4.685713, 1.062972)  0.012
N (-0.980207, -2.576423, 1.170482)  0.167
N (0.213703, -3.301653, 2.815152)  0.156
H (-1.021037, -1.727963, 1.716882)  0.045
H (-1.349957, -2.500543, 0.233672)  0.061
H (0.858973, -3.906083, 3.303412)  0.120
H (0.134423, -2.320573, 3.041642)  0.090
C (2.029453, 1.122687, 4.019062)  -0.613
O (2.825703, 1.508297, 4.865312)  0.403
N (2.228973, 0.074837, 3.290142)  0.272
N (1.058453, 1.897677, 3.728502)  0.295
H (1.689933, -0.126723, 2.460142)  0.093
H (3.006833, -0.522583, 3.531192)  0.154
H (0.839913, 2.786377, 4.155772)  0.172
H (0.572533, 1.577157, 2.903132)  0.107
C (-0.139197, 3.395377, -1.052928)  -0.787
O (0.279383, 2.795727, -0.094068)  0.016
N (-0.554217, 4.552507, -1.107968)  0.222
N (0.113823, 2.867767, -2.238078)  0.195
H (-0.711317, 5.138197, -1.915678)  0.149
H (-0.626797, 5.019057, -0.215128)  0.143
H (0.261783, 3.616757, -2.899308)  0.120
H (0.320583, 1.893117, -2.403628)  0.092

Atomic forces in eV per Å
Mn -3.35 1.50 -1.50
O -0.44 -0.09 2.74
C 1.34 -0.16 -2.52
O -0.75 -0.14 -2.32
O 3.33 -2.58 1.66
H -1.39 1.71 0.31
O 0.04 0.24 -0.13
H 0.01 -0.11 -0.22
H -0.05 -0.03 0.43
O 0.34 -0.38 0.34
H -0.50 0.04 -0.36
H -0.04 0.30 -0.02
C -5.75 0.63 -0.21
O 3.34 0.47 2.80
N 1.35 -1.71 -0.81
N 1.17 0.74 0.29
H 0.20 0.02 0.16
H 0.04 -0.08 -0.60
H 0.33 -0.03 0.29
H 0.59 -0.51 -0.32
C 0.79 -2.62 0.06
O -0.19 0.09 -0.07
N 3.40 2.89 -0.07
N -3.27 -1.70 0.59
H -0.07 1.50 -0.26
H 0.89 0.13 -0.52
H -0.47 -0.67 0.03
H -0.95 0.51 0.03
C -1.06 1.49 -0.78
O 0.35 2.62 0.96
N -3.23 -2.05 -1.66
N 3.32 -2.07 0.79
H 0.24 -0.01 0.32
H -0.16 0.30 0.03
H 0.64 0.24 -0.02
H -0.05 -0.40 -0.02
C 0.67 -0.73 -3.28
O -0.37 -0.10 0.41
N -0.97 1.29 -0.89
N 1.57 0.51 3.19
H -0.63 0.03 -0.23
H -0.06 -0.51 0.59
H -0.40 0.10 -0.10
H 0.21 -0.53 0.66
C -1.11 -0.44 -2.36
O 3.26 0.98 3.60
N 1.34 -2.48 -0.01
N -2.73 1.44 -0.87
H -0.18 0.13 -0.12
H -0.14 -0.01 -0.19
H 0.08 -0.18 0.07
H -0.51 0.60 -0.07
C 3.55 -5.59 -2.29
O -0.22 -1.73 4.69
N -3.19 8.19 1.83
N -0.19 -0.10 -3.01
H -0.16 -0.56 0.03
H -0.02 0.25 -0.23
H 0.00 -1.19 -0.96
H 0.19 0.51 0.11

Output
Gap between HOMO and LUMO (spin up / spin down), eV: 4.97 / 3.63
E, hartree: -2919.34689
Charge: +2
Spin multiplicity: 7

3.
DFT (wB97M-V/def2-TZVPD) results for a 10-piece molecular cluster, C7H29NO9 overall in a non-equilibrium geometry.

Each line ends with the Löwdin charge.
Geometry (Å):
C (-2.962529, -2.383241, 0.363323)  0.030
C (-2.271879, -1.256534, 0.242093)  -0.234
C (-0.930740, -1.127854, 0.723620)  -0.133
C (-0.088263, -0.137297, 0.247765)  -0.062
C (1.293974, 0.215389, 0.850002)  -0.231
N (1.369326, 0.943700, 2.114209)  -0.063
C (0.584899, 1.990915, 2.205318)  -0.328
C (-0.340872, 2.227633, 3.218674)  -0.014
H (-2.610346, -3.202484, 0.932276)  0.041
H (-3.765458, -2.669066, -0.279978)  0.055
H (-2.604099, -0.337337, -0.410961)  0.112
H (-0.636613, -1.986620, 1.336856)  0.076
H (-0.478113, 0.820062, -0.248098)  0.116
H (1.952701, 0.824505, 0.192208)  0.089
H (1.998444, -0.581335, 1.107590)  0.101
H (1.553514, 0.282827, 2.948305)  0.177
H (0.712954, 2.627229, 1.319759)  0.116
H (-0.418774, 1.222667, 3.862015)  0.103
H (-0.721412, 3.237215, 3.278155)  0.036
O (1.582961, -2.982649, 0.301682)  -0.110
H (1.415806, -2.814219, 1.224748)  -0.037
H (1.253886, -2.024671, -0.018911)  0.069
O (3.381986, 0.485977, -3.001283)  0.032
H (2.891210, -0.265117, -3.066354)  -0.017
H (3.042801, 0.976980, -2.323070)  -0.026
O (-0.931386, -1.068784, -2.076855)  -0.056
H (-1.683554, -0.653548, -2.539928)  0.078
H (-1.232461, -1.955846, -1.987670)  0.053
O (-2.788593, 1.037415, 1.539341)  -0.039
H (-3.382700, 0.810938, 2.249717)  0.056
H (-1.880068, 1.006002, 1.802650)  -0.023
O (-2.778694, 1.594918, -1.451860)  0.005
H (-2.245968, 1.582696, -0.663537)  -0.005
H (-2.396713, 1.649221, -2.250757)  -0.026
O (0.271295, -3.099985, 2.750292)  -0.064
H (0.070506, -4.034527, 2.423202)  0.114
H (-0.620181, -2.908409, 2.926267)  0.010
O (-0.241879, 4.310168, -1.955573)  -0.096
H (-0.159248, 4.724068, -1.153361)  -0.053
H (0.745525, 3.794967, -1.763187)  0.154
O (3.832308, 0.478785, -0.363534)  -0.046
H (3.880657, -0.239125, -0.984204)  0.039
H (4.379796, 1.118975, -0.798118)  0.044
O (0.550100, -1.091705, -4.380143)  -0.127
H (0.436740, -0.708620, -3.444390)  0.029
H (0.969176, -0.434263, -4.998294)  0.055

Atomic forces in eV per Å
C 0.08 0.08 -0.74
C -1.19 2.13 -2.13
C 1.72 1.48 -0.47
C -0.56 0.87 2.81
C 1.85 -0.17 -0.44
N 1.31 -3.93 1.56
C -3.09 2.53 2.05
C 2.59 -2.77 -1.43
H 0.63 -0.69 0.72
H -0.91 0.43 -0.02
H 0.20 -2.47 1.37
H 0.54 0.89 -0.41
H 0.18 -2.00 0.20
H -1.22 -0.46 -0.17
H -0.54 -0.62 -0.72
H -1.03 1.84 -1.62
H -0.27 0.35 0.36
H -0.31 3.02 -0.67
H -0.63 -0.41 0.64
O -0.89 3.45 -1.73
H 0.02 -0.40 0.88
H 1.05 -3.38 0.43
O 3.56 1.37 -2.76
H -2.30 -3.39 -0.48
H -1.56 1.92 2.65
O -0.30 1.38 -1.36
H 0.48 -0.09 0.22
H -0.11 -1.35 0.22
O -1.04 0.57 -1.09
H 0.17 -0.05 0.43
H 0.74 0.01 0.94
O -3.71 -0.54 3.82
H 0.60 0.27 -0.12
H 2.89 0.59 -3.80
O 0.75 -3.10 -0.60
H 1.24 1.39 0.41
H -1.93 1.30 0.93
O 4.85 -4.14 -1.67
H -0.72 2.38 3.32
H -4.12 1.72 -1.65
O 0.15 0.16 0.64
H 0.04 -0.82 -0.29
H 0.74 0.70 -0.08
O 0.59 1.39 0.67
H 0.09 -0.68 -2.17
H -0.64 -0.78 1.33

Output
Gap between HOMO and LUMO, eV: 8.18
E, hartree: -1015.77360
Spin multiplicity: 1

4.
DFT (wB97M-V/def2-TZVPD) results for C7H29O10 as an isolated structure in a non-equilibrium geometry.

Each line ends with the Löwdin charge.
Geometry (Å):
C (-0.475691, 1.025220, -2.162029)  -0.215
O (-0.834493, -0.211676, -1.504503)  -0.089
C (1.055854, 1.120305, -2.617354)  -0.135
C (1.585769, 2.437454, -1.979978)  -0.180
C (2.089750, 2.073328, -0.605066)  -0.360
C (1.587960, 2.598606, 0.518801)  0.089
C (3.437195, 0.269840, 0.419594)  0.039
C (3.129844, 1.097443, -0.610062)  -0.175
H (-1.063581, 1.098859, -3.067075)  0.107
H (-0.708517, 1.824955, -1.488513)  0.071
H (1.632048, 0.190734, -2.366692)  0.100
H (1.074753, 1.171464, -3.712089)  0.098
H (0.778381, 3.200486, -1.924010)  0.112
H (2.352199, 2.981282, -2.590315)  0.119
H (0.679542, 3.201790, 0.500560)  0.075
H (2.076657, 2.474976, 1.438048)  0.045
H (4.345070, -0.322450, 0.536781)  0.054
H (2.904663, 0.392726, 1.383313)  0.062
H (3.704453, 0.956198, -1.541734)  0.113
H (0.009109, -0.483515, -1.118207)  0.076
H (2.742694, -2.812483, -1.969148)  0.010
O (1.837811, -2.534356, -2.094637)  -0.100
H (-2.237970, 1.827629, 0.872958)  0.025
H (-2.246346, 0.855819, -0.315479)  -0.011
O (-2.427354, 1.766060, -0.070393)  -0.077
H (-1.071073, -0.241792, 1.281050)  0.041
H (-2.058663, -0.304884, 2.397250)  0.041
O (-1.424358, 0.327181, 1.983777)  -0.083
H (-2.843895, -2.012068, 1.817041)  -0.010
H (-3.848523, -0.984083, 1.390985)  0.034
O (-3.544504, -1.402191, 2.201660)  -0.116
H (0.832085, -3.883189, 0.444194)  0.015
H (1.372381, -2.555933, -1.225243)  -0.023
O (0.637053, -2.958288, 0.295141)  -0.259
H (-2.909144, -0.125456, -2.086393)  -0.002
H (-3.554224, 1.191230, -2.314896)  0.029
O (-3.737325, 0.244610, -2.411599)  -0.064
H (0.703287, 0.250481, 3.678081)  0.001
H (-0.261119, 1.234680, 3.146463)  -0.012
O (0.505356, 1.204338, 3.747772)  -0.111
H (-0.557165, -2.837563, 0.535182)  -0.012
H (-2.135162, -3.459543, 0.623675)  0.014
O (-1.744673, -2.568652, 0.719527)  -0.262
H (0.622104, -2.308966, 2.881807)  0.030
H (1.185831, -1.862991, 1.565396)  -0.002
O (1.222806, -1.644303, 2.530764)  -0.102

Atomic forces in eV per Å
C 1.50 -1.00 -0.66
O 0.63 0.65 -0.38
C -1.30 0.31 -0.09
C -0.10 0.00 -0.41
C -1.08 1.46 -0.04
C -0.55 0.40 -1.35
C -0.21 1.59 0.71
C 2.32 -2.30 0.73
H -0.44 0.03 -0.08
H -0.08 0.50 0.19
H -0.48 0.89 0.10
H 0.00 0.03 0.12
H 0.28 -0.62 0.10
H -0.11 -0.86 0.49
H 0.35 0.06 -0.06
H 0.28 -0.47 1.26
H -0.33 -0.13 -0.74
H 0.00 -0.29 -0.71
H -0.26 0.26 0.39
H -0.38 -0.59 0.21
H 0.12 -0.03 0.35
O -0.32 0.41 -0.56
H 0.07 -0.47 -0.06
H 0.20 -0.23 0.29
O -0.54 0.93 -0.29
H 0.20 0.21 0.11
H -0.05 0.53 -0.11
O -0.21 -0.68 0.12
H -0.16 0.27 0.00
H -0.20 0.18 -0.02
O 0.21 -0.41 0.11
H 0.21 -0.17 0.01
H 0.22 -0.45 0.15
O -0.42 0.23 -0.12
H 0.10 -0.53 -0.01
H -0.33 -0.15 0.05
O 0.22 0.51 -0.06
H 0.21 0.43 -0.06
H 0.22 0.00 0.11
O -0.10 -0.47 -0.04
H -0.22 0.55 -0.17
H 0.13 0.71 -0.08
O 0.34 -1.29 0.10
H -0.05 0.05 0.03
H 0.00 -0.22 0.46
O 0.11 0.19 -0.08

Output
Gap between HOMO and LUMO, eV: 9.20
E, hartree: -1036.53554
Charge: -1
Spin multiplicity: 1